# 1
This record from the OMol25 dataset describes an isolated molecule of CH5N3OS in a non-equilibrium geometry. The level of theory is ωB97M-V with the def2-TZVPD basis set.

```
11
Properties=species:S:1:pos:R:3:nbo_charge:R:1
C 0.2480 -0.5019 0.2545 0.54
H 1.5367 1.8337 -0.6643 0.50
H 1.5838 0.4043 1.4467 0.37
H 0.6205 -2.3184 1.2427 0.37
H -0.6240 1.2055 -0.0615 0.43
H -3.1442 -0.9199 -1.3359 0.13
N 1.2635 0.4860 0.5029 -0.38
N -0.0130 -1.7224 0.6550 -0.74
N -0.8055 0.2042 -0.4683 -0.84
O 1.0649 1.8886 0.2597 -0.55
S -1.7305 -0.5598 -1.8314 0.18
```

Output
Strongest force on any atom   3.889 eV/A
SMILES   [H]/N=C(\NO)NS
Energy above the lowest of the compared OMol25 structures with the same formula, charge and spin   85.0 kcal per mole
Kohn-Sham gap   9.455 eV
LUMO   0.504 eV

---

# 2
This record from the OMol25 dataset describes an isolated molecule of C2H5NS in a non-equilibrium geometry. The level of theory is ωB97M-V with the def2-TZVPD basis set.

```
9
Properties=species:S:1:pos:R:3:nbo_charge:R:1
C -0.8108 -0.5509 0.7301 -0.64
C 1.0367 0.8816 -0.2419 -0.75
N -1.0066 -1.4459 -1.0753 -0.69
S -0.7408 0.1281 -0.7780 0.94
H -1.7648 -0.4246 1.2396 0.21
H -0.4096 -1.5527 0.9064 0.27
H 1.4000 0.0561 0.3355 0.24
H 0.5176 1.7934 -0.0709 0.22
H 1.7782 1.1149 -1.0455 0.21
```

Output
Strongest force on any atom   4.184 eV/A
SMILES   C=S(C)#N
Energy above the lowest of the compared OMol25 structures with the same formula, charge and spin   142.6 kcal per mole
Kohn-Sham gap (alpha / beta)   8.624 / 8.624 eV
LUMO (alpha / beta)   0.147 / 0.145 eV

---

# 3
This record from the OMol25 dataset describes an isolated molecule of C4H12N2O in a non-equilibrium geometry. The level of theory is ωB97M-V with the def2-TZVPD basis set.

```
19
Properties=species:S:1:pos:R:3:nbo_charge:R:1
C -0.5178 -0.9140 0.8719 -0.23
N -0.5879 -2.1077 0.1275 -0.87
C -0.5479 0.3424 -0.1400 -0.03
C -1.9708 0.9725 -0.1320 -0.65
N 0.6780 1.2485 0.0809 -0.67
C 2.0221 0.9394 -0.2114 0.12
O 2.0881 -0.5440 -0.7379 -0.79
H 0.3406 -0.9160 1.5238 0.17
H -1.4330 -0.7914 1.3730 0.18
H -0.9806 -2.9709 0.6465 0.37
H 0.3365 -2.2625 -0.3363 0.38
H -0.4675 -0.0437 -1.2428 0.21
H -2.0667 1.4802 -1.2261 0.21
H -2.8322 0.2250 -0.2132 0.24
H -2.0595 1.8717 0.5812 0.22
H 0.6431 1.5698 1.0829 0.36
H 2.6736 0.9749 0.6056 0.17
H 2.5698 1.4423 -0.9709 0.15
H 2.1122 -0.5165 -1.6826 0.46
```

Output
Strongest force on any atom   4.895 eV/A
SMILES   C[C@H](CN)NCO
Energy above the lowest of the compared OMol25 structures with the same formula, charge and spin   76.8 kcal per mole
Kohn-Sham gap   9.442 eV
LUMO   0.978 eV

---

# 4
This record from the OMol25 dataset describes a structure of composition C35H52As3N2O2PtS2 in a non-equilibrium geometry. The level of theory is ωB97M-V with the def2-TZVPD basis set.

```
97
Properties=species:S:1:pos:R:3:lowdin_charge:R:1
Pt -0.5052 0.4741 -0.5330 0.53
C 1.9380 6.1844 1.0356 -0.06
C 2.6150 5.2954 0.0047 -0.19
N 2.4951 3.8633 0.3163 -0.11
C 3.6475 3.2338 0.9551 -0.23
C 3.6564 3.3672 2.4688 -0.07
C 1.3432 3.2282 0.0987 -0.67
S 1.1680 1.6547 0.7722 0.67
N 0.4081 3.9593 -0.5236 0.12
C -0.5767 3.4760 -1.2228 -0.42
O -0.7757 2.2652 -1.5807 -0.29
C -1.5361 4.4901 -1.7609 -0.14
C -2.4399 4.1508 -2.7645 -0.04
C -3.3169 5.0951 -3.2699 -0.07
C -3.2982 6.3905 -2.7739 -0.07
C -2.3970 6.7378 -1.7790 -0.06
C -1.5154 5.7972 -1.2798 -0.01
H 2.0354 7.2276 0.7405 0.08
H 2.3851 6.0700 2.0209 0.06
H 0.8797 5.9452 1.1120 0.06
H 3.6824 5.5078 -0.0413 0.12
H 2.1950 5.4695 -0.9847 0.12
H 4.5299 3.7146 0.5302 0.12
H 3.6691 2.1842 0.6596 0.08
H 3.7752 4.4037 2.7784 0.07
H 4.4886 2.7973 2.8762 0.07
H 2.7349 2.9783 2.8996 0.06
H -2.4381 3.1457 -3.1611 0.09
H -4.0081 4.8261 -4.0564 0.11
H -3.9798 7.1308 -3.1694 0.11
H -2.3756 7.7493 -1.3990 0.11
H -0.8024 6.0612 -0.5145 0.10
C -0.2813 -3.1747 -1.0128 -0.23
As -0.6690 -1.7061 0.1800 0.97
C 0.2965 -2.1896 1.7944 -0.24
C -2.4629 -2.0170 0.9110 -0.31
C -3.6763 -2.2004 -0.0393 -0.64
C -4.9043 -1.6142 0.6541 -0.06
C -3.4454 -1.5066 -1.4103 -0.32
As -2.6028 0.2575 -1.4919 1.03
C -2.4210 0.3435 -3.4231 -0.24
C -3.9409 1.5574 -0.9956 -0.21
C -3.9108 -3.6828 -0.3840 -0.38
As -4.4374 -5.1416 0.8737 1.14
C -6.3173 -4.6730 1.1974 -0.35
C -3.7566 -4.6181 2.6438 -0.36
H -0.6633 -4.0803 -0.5381 0.04
H 0.7998 -3.2281 -1.1201 0.02
H -0.7353 -3.0469 -1.9929 0.03
H -0.1644 -3.0846 2.2143 0.04
H 0.2277 -1.3736 2.5134 0.04
H 1.3353 -2.3834 1.5516 0.01
H -2.5936 -1.1206 1.5304 0.08
H -2.3974 -2.8614 1.5946 0.04
H -4.7902 -0.5454 0.8338 0.07
H -5.0549 -2.0860 1.6232 0.06
H -5.8073 -1.7667 0.0615 0.10
H -4.3858 -1.4799 -1.9695 0.10
H -2.7436 -2.0948 -2.0106 0.05
H -3.3940 0.5173 -3.8860 0.05
H -2.0263 -0.6161 -3.7556 0.04
H -1.7269 1.1349 -3.6914 0.02
H -4.7448 1.4546 -1.7260 0.05
H -3.5239 2.5602 -1.0340 0.02
H -4.3175 1.3594 0.0041 0.03
H -3.0219 -4.0670 -0.8941 0.04
H -4.7139 -3.7407 -1.1281 0.07
H -6.8233 -4.5219 0.2446 0.02
H -6.4398 -3.7868 1.8165 0.01
H -6.7881 -5.5188 1.6973 0.02
H -2.6749 -4.7361 2.7003 0.01
H -4.1991 -5.3254 3.3460 0.02
H -4.0385 -3.6113 2.9472 0.01
O 2.0939 -1.2686 -0.6097 -0.62
S 3.5893 -1.2093 -0.7245 1.01
C 4.3122 -0.8226 0.8683 -0.41
C 3.5108 -0.5825 1.9679 -0.11
C 4.1065 -0.2806 3.1859 -0.07
C 5.4854 -0.2245 3.2910 -0.07
C 6.2818 -0.4546 2.1739 -0.06
C 5.6977 -0.7478 0.9550 -0.08
C 4.1455 -2.9022 -0.8783 -0.38
C 4.2950 -3.3620 -2.1786 -0.09
C 4.6094 -4.6952 -2.3996 -0.07
C 4.7668 -5.5536 -1.3223 -0.07
C 4.6197 -5.0844 -0.0246 -0.06
C 4.3094 -3.7553 0.2050 -0.06
H 2.4399 -0.6276 1.8623 0.04
H 3.4872 -0.0836 4.0506 0.11
H 5.9467 0.0014 4.2424 0.11
H 7.3588 -0.4084 2.2563 0.11
H 6.3144 -0.9272 0.0837 0.12
H 4.1702 -2.6815 -3.0107 0.11
H 4.7353 -5.0580 -3.4105 0.11
H 5.0119 -6.5925 -1.4936 0.11
H 4.7590 -5.7552 0.8116 0.11
H 4.2067 -3.3835 1.2148 0.11
```

Output
Strongest force on any atom   1.877 eV/A
Energy above the lowest of the compared OMol25 structures with the same formula, charge and spin   4.3 kcal per mole
Charge   +1
Kohn-Sham gap   8.391 eV
LUMO   -2.204 eV

---

# 5
This record from the OMol25 dataset describes a cluster of 2 separate species, C4H2Cl4 in total in a non-equilibrium geometry. The level of theory is ωB97M-V with the def2-TZVPD basis set.

```
10
Properties=species:S:1:pos:R:3:lowdin_spin:R:1
C -0.0155 -0.3004 -0.6392 0.06
C 0.8647 0.6853 -0.9099 0.68
C 2.9027 -0.2408 -0.5367 0.68
C 3.7352 0.3012 0.3049 0.06
Cl 1.2215 2.0666 -1.7123 0.24
Cl 2.9672 -1.8167 -1.1447 0.17
Cl 5.2185 -0.5999 0.6654 0.07
Cl 3.6629 1.8626 0.8656 0.00
H -1.0570 -0.1566 -0.6464 0.02
H 0.2646 -1.0823 0.1111 0.02
```

Output
Strongest force on any atom   3.582 eV/A
<S²>   2.025
Energy above the lowest of the compared OMol25 structures with the same formula, charge and spin   25.5 kcal per mole
Kohn-Sham gap (alpha / beta)   7.666 / 6.610 eV
LUMO (alpha / beta)   0.608 / -2.767 eV
2S+1   3

---

# 6
This record from the OMol25 dataset describes a structure of composition C14H28FO10S2Tl in a non-equilibrium geometry. The level of theory is ωB97M-V with the def2-TZVPD basis set.

```
56
Properties=species:S:1:pos:R:3:nbo_charge:R:1
Tl -0.7676 0.6296 0.1091 1.68
F 1.0219 2.3913 1.1017 -0.43
O 1.5734 -0.6461 0.7963 -0.57
C 2.7636 -0.7624 1.0363 0.84
O 3.3130 -1.9395 1.2101 -0.44
C 4.7452 -1.8601 1.3366 -0.09
C 5.1870 -0.3789 1.2710 -0.42
C 3.7853 0.3281 1.1342 -0.52
H 5.1893 -2.3007 0.4462 0.22
H 4.9818 -2.3428 2.2781 0.22
H 5.7365 -0.0544 0.3969 0.24
H 5.5958 -0.0460 2.2189 0.24
H 3.7341 0.8896 0.2018 0.26
H 3.5657 0.9620 1.9914 0.27
O -0.7616 -2.0995 0.1644 -0.63
C -0.3534 -3.2140 0.4355 0.85
O -0.4710 -3.6773 1.6697 -0.44
C 0.3713 -4.8392 1.9273 -0.08
C 1.2085 -4.9039 0.6512 -0.43
C 0.2730 -4.2964 -0.3946 -0.51
H -0.1404 -5.7573 2.2062 0.23
H 0.9304 -4.5072 2.8012 0.22
H 1.4122 -5.9530 0.4430 0.25
H 2.1166 -4.3060 0.6624 0.23
H -0.5740 -4.9550 -0.6210 0.26
H 0.7045 -3.9846 -1.3405 0.25
O -3.1844 4.7133 2.3238 -0.86
S -1.8937 4.3076 1.8754 2.39
O -1.7896 3.1455 1.0090 -0.96
O -1.2272 5.5593 1.1690 -0.71
C -1.5594 6.9096 1.6360 -0.06
C -0.6997 7.7858 0.7377 -0.63
C -0.8275 3.9889 3.2704 -0.88
H -1.2728 6.9805 2.6845 0.19
H -2.6270 7.0134 1.4594 0.22
H -0.9253 8.8271 0.9765 0.24
H -0.9874 7.7051 -0.3084 0.23
H 0.3369 7.5258 0.9302 0.22
H -1.0298 3.0136 3.6949 0.26
H -0.9191 4.8563 3.9226 0.26
H 0.1920 4.0657 2.8909 0.26
O -4.1752 0.1350 -3.4925 -0.83
S -2.9057 -0.4712 -3.3355 2.39
O -2.2713 -0.2564 -2.0312 -1.03
O -2.9844 -2.0218 -3.6642 -0.69
C -2.2383 -2.9722 -2.8686 -0.07
C -2.9378 -4.3201 -3.1113 -0.63
C -1.7650 0.0519 -4.6168 -0.86
H -2.1665 -2.6486 -1.8310 0.20
H -1.1950 -3.0001 -3.1998 0.17
H -4.0085 -4.1441 -3.0509 0.24
H -2.5331 -5.1431 -2.5335 0.23
H -2.7326 -4.4756 -4.1726 0.23
H -1.9689 1.0998 -4.8318 0.27
H -2.0610 -0.5226 -5.4899 0.28
H -0.7835 -0.0850 -4.1758 0.24
```

Output
Strongest force on any atom   2.769 eV/A
Energy above the lowest of the compared OMol25 structures with the same formula, charge and spin   8.6 kcal per mole
Charge   +2
Kohn-Sham gap   3.505 eV
LUMO   -12.819 eV

---

- The highest energy above the lowest of the compared OMol25 structures with the same formula, charge and spin belongs to which entry?
  C2H5NS

---

- Look up the strongest force on any atom of the second one.
  4.184 eV/A